Entry 1:
{"formula": "C5H7N3", "method": "ωB97M-V with the def2-TZVPD basis set", "charge": 0, "elements": ["N", "N", "N", "C", "C", "C", "C", "C", "H", "H", "H", "H", "H", "H", "H"], "positions_angstrom": [[-3.372, 0.822, 0.134], [2.573, 1.177, -0.596], [-0.905, 1.078, 0.242], [3.830, 0.501, -0.706], [-2.169, 0.942, 0.238], [1.534, 0.722, 0.010], [0.358, 1.187, 0.558], [-4.401, 0.082, -0.571], [-3.913, -0.440, -1.390], [3.824, -0.519, -0.226], [-4.830, -0.646, 0.032], [4.592, 1.051, -0.042], [4.348, 0.427, -1.616], [1.625, -0.238, 0.607], [-5.085, 0.839, -0.850]], "atomic_forces_ev_per_a": [[1.66, 0.31, 1.70], [-1.60, 0.84, -0.81], [-1.94, -0.86, -0.52], [0.68, -0.61, 4.27], [2.34, -0.10, -0.73], [2.69, -1.50, -0.32], [-2.75, 1.57, 0.66], [2.61, 0.93, -1.03], [-0.40, 0.09, -0.55], [-0.16, 0.45, -0.53], [-0.87, -1.03, 1.45], [-1.05, -0.45, -0.81], [-0.20, 0.17, -1.76], [0.00, -0.07, -0.34], [-1.02, 0.26, -0.69]], "mulliken_charge": [-0.34, -0.47, -0.30, -0.66, 0.53, 0.56, -0.43, -0.67, 0.31, 0.25, 0.28, 0.24, 0.28, 0.16, 0.27]}

***

Entry 2:
{"formula": "C5H7N3", "method": "ωB97M-V with the def2-TZVPD basis set", "charge": 0, "elements": ["N", "N", "N", "C", "C", "C", "C", "C", "H", "H", "H", "H", "H", "H", "H"], "positions_angstrom": [[1.340, 0.338, 0.016], [-0.298, -1.531, -0.119], [-2.110, -0.329, -0.032], [2.674, -0.304, -0.001], [-0.983, 2.008, -0.126], [-1.055, 0.677, -0.009], [0.194, -0.284, -0.138], [-1.560, -1.576, 0.021], [3.147, -0.612, -0.999], [-0.083, 2.575, -0.306], [3.545, 0.438, 0.732], [-2.168, -2.414, -0.340], [2.395, -1.450, 0.516], [-1.904, 2.461, 0.061], [-3.135, 0.002, 0.725]], "atomic_forces_ev_per_a": [[-0.35, -1.33, -1.54], [2.15, -3.79, -0.40], [-5.14, 4.45, 4.03], [0.17, -2.28, 2.92], [-0.78, -1.89, 0.53], [2.29, -2.24, -1.38], [0.65, 5.13, 1.98], [-0.03, 1.11, -1.89], [-0.89, 1.07, 1.21], [0.10, -0.36, 0.18], [-2.93, -2.61, -2.43], [0.16, -0.07, 1.21], [1.68, 3.09, -1.02], [-1.24, 1.45, -0.08], [4.15, -1.73, -3.33]], "mulliken_charge": [-0.38, -0.57, -0.30, -0.63, -0.96, 0.43, 0.51, -0.08, 0.24, 0.35, 0.21, 0.32, 0.22, 0.28, 0.35]}

***

Entry 3:
{"formula": "C5H7N3", "method": "ωB97M-V with the def2-TZVPD basis set", "smiles": "C/N=N/c1ccc[nH]1", "charge": 0, "elements": ["N", "N", "N", "C", "C", "C", "C", "C", "H", "H", "H", "H", "H", "H", "H"], "positions_angstrom": [[0.834, -0.395, 0.928], [-0.650, 0.479, -0.856], [0.331, 0.164, -1.578], [0.307, 0.848, -2.916], [0.758, -0.814, 2.146], [-0.403, -0.099, 0.412], [-0.575, -0.643, 2.562], [-1.240, -0.348, 1.451], [1.590, -1.051, 2.700], [-0.036, 1.897, -2.935], [-2.345, -0.115, 1.383], [-0.505, 0.396, -3.688], [-1.006, -0.830, 3.596], [1.291, 0.839, -3.467], [1.649, -0.329, 0.262]], "atomic_forces_ev_per_a": [[2.01, 0.87, -5.53], [1.80, -1.48, 0.18], [-0.50, 1.74, -1.73], [-1.45, -0.53, -2.31], [-2.00, 0.54, 2.63], [-0.04, 0.16, 0.27], [1.70, -2.41, 3.88], [-5.61, 2.57, -2.13], [1.74, -0.53, 1.10], [0.25, -0.28, 0.81], [1.45, -0.43, 0.11], [1.86, 0.35, 1.95], [0.80, 0.16, -1.68], [-0.91, -0.40, 1.02], [-1.10, -0.33, 1.41]], "mulliken_charge": [-0.03, -0.41, -0.16, -0.67, -0.43, 0.26, -0.42, -0.34, 0.45, 0.31, 0.33, 0.22, 0.31, 0.29, 0.29]}

***

Entry 4:
{"formula": "C5H7N3", "method": "ωB97M-V with the def2-TZVPD basis set", "charge": 0, "elements": ["N", "N", "N", "C", "C", "C", "C", "C", "H", "H", "H", "H", "H", "H", "H"], "positions_angstrom": [[0.009, -0.845, 0.039], [-2.368, -1.180, -0.042], [-2.104, 0.087, 0.011], [1.467, -1.051, -0.121], [2.501, -0.098, 0.194], [-0.503, 1.721, -0.007], [-0.921, 0.332, 0.003], [-0.402, 2.965, -0.061], [-0.307, -1.440, -0.721], [-0.021, 4.027, -0.271], [1.335, -2.418, -0.463], [-1.476, -1.559, 0.418], [-3.116, -1.190, 0.605], [2.333, 0.722, 0.924], [3.573, -0.074, -0.509]], "atomic_forces_ev_per_a": [[1.09, 0.77, -0.76], [0.14, -3.76, 1.40], [-3.29, 3.29, -0.88], [0.26, 0.26, 0.57], [-0.10, -2.91, -2.99], [0.38, 3.89, -0.19], [7.01, 1.95, 0.11], [1.15, -2.23, -0.47], [-0.26, 0.06, 0.16], [-1.11, -2.32, 0.64], [1.77, 4.63, 0.55], [-2.11, -1.15, -0.20], [-1.49, -1.46, 0.38], [-0.23, -0.40, -1.13], [-3.20, -0.62, 2.80]], "mulliken_charge": [-0.52, -0.60, -0.23, 0.04, -0.68, -0.40, 0.50, -0.14, 0.33, 0.35, 0.19, 0.37, 0.29, 0.32, 0.19]}

***

Entry 5:
{"formula": "C5H7N3", "method": "ωB97M-V with the def2-TZVPD basis set", "smiles": "[H]/N=C(/N)N1C(=C)C1=C", "charge": 0, "elements": ["N", "N", "N", "C", "C", "C", "C", "C", "H", "H", "H", "H", "H", "H", "H"], "positions_angstrom": [[0.161, 0.281, 0.277], [-1.775, 1.545, 0.300], [0.070, 2.394, -0.786], [-0.466, 1.475, -0.106], [1.097, -0.538, -0.409], [-1.042, -1.994, 0.462], [2.367, -0.887, -0.331], [-0.144, -1.063, 0.246], [1.013, 2.173, -1.090], [-0.822, -3.027, 0.259], [-2.067, -1.746, 0.683], [-2.016, 1.053, 1.144], [3.141, -0.217, -0.673], [-2.192, 2.454, 0.179], [2.673, -1.904, -0.156]], "atomic_forces_ev_per_a": [[0.12, 1.17, -1.03], [-0.07, -0.10, 0.14], [0.14, 0.28, -0.14], [-0.36, -0.02, -0.34], [-1.45, -1.91, 3.94], [-0.49, 0.05, -0.19], [0.93, 0.54, -1.59], [1.19, 0.16, -1.39], [-0.08, -0.12, 0.08], [0.14, -0.12, -0.14], [-0.09, 0.06, 0.49], [-0.05, 0.05, -0.01], [0.28, 0.29, 0.45], [0.03, -0.01, 0.09], [-0.24, -0.32, -0.37]], "mulliken_charge": [-0.14, -0.43, -0.73, 0.59, 0.19, -0.84, -0.78, 0.34, 0.25, 0.26, 0.26, 0.21, 0.27, 0.27, 0.27]}

***

Entry 6:
{"formula": "C5H7N3", "method": "ωB97M-V with the def2-TZVPD basis set", "smiles": "Cn1nc2c(n1)CC2", "charge": 0, "elements": ["N", "N", "N", "C", "C", "C", "C", "C", "H", "H", "H", "H", "H", "H", "H"], "positions_angstrom": [[0.091, 0.196, -1.384], [-1.044, 0.495, -0.840], [-1.191, 0.184, 0.476], [1.179, -0.736, 1.762], [0.114, -0.048, 0.881], [-2.269, 0.964, -1.541], [2.046, -0.816, 0.440], [0.866, -0.092, -0.285], [2.266, -1.804, 0.205], [-3.150, 0.977, -0.661], [-1.961, 2.061, -1.947], [1.039, -1.580, 2.369], [1.634, 0.017, 2.477], [-2.535, 0.361, -2.423], [2.914, -0.179, 0.471]], "atomic_forces_ev_per_a": [[2.51, 0.18, 0.53], [-2.14, -1.49, 1.91], [1.47, 1.17, 1.09], [0.87, 3.49, -0.15], [-2.17, -0.88, -2.50], [-0.22, 2.40, 1.20], [-1.02, 2.06, 0.30], [-0.65, -0.62, 0.08], [0.42, -1.64, -0.91], [2.57, 0.11, -2.75], [-1.23, -2.45, 1.08], [-0.72, -1.50, 0.21], [-0.49, -0.67, -0.76], [0.21, -0.01, 0.61], [0.58, -0.14, 0.07]], "mulliken_charge": [-0.94, 1.16, -0.79, -0.43, 0.01, -0.63, -0.44, 0.23, 0.28, 0.25, 0.25, 0.35, 0.18, 0.28, 0.24]}

***

Entry 7:
{"formula": "C5H7N3", "method": "ωB97M-V with the def2-TZVPD basis set", "charge": 0, "elements": ["N", "N", "N", "C", "C", "C", "C", "C", "H", "H", "H", "H", "H", "H", "H"], "positions_angstrom": [[-0.480, -0.269, -3.311], [0.117, -2.084, -0.261], [-0.616, -1.757, 0.670], [-0.261, -0.225, -2.201], [1.460, 0.404, -0.422], [-0.857, -0.340, 0.347], [-0.625, 0.565, 1.543], [0.187, -0.295, -0.834], [-1.480, 0.815, 2.021], [1.021, 1.434, -0.256], [0.048, 0.176, 2.269], [1.698, -0.105, 0.425], [-0.420, 1.571, 1.187], [-1.969, -0.315, 0.056], [2.177, 0.425, -1.230]], "atomic_forces_ev_per_a": [[-0.69, 0.03, -2.34], [0.45, 2.41, -0.50], [0.20, 0.29, -0.93], [0.88, 0.13, 2.56], [-2.79, 1.91, -3.07], [-1.97, -0.49, 0.52], [1.01, 0.49, -2.06], [-0.79, -3.31, 0.86], [-3.14, -0.11, 1.73], [1.35, -0.75, 0.19], [0.92, -0.08, 0.28], [1.56, -0.77, 2.61], [1.01, 0.06, -0.03], [1.66, 0.29, -0.01], [0.34, -0.10, 0.19]], "mulliken_charge": [-0.44, -0.26, -0.22, 0.09, -1.13, 0.17, -1.58, 0.75, 0.44, 0.23, 0.38, 0.38, 0.35, 0.43, 0.40]}

***

Entry 8:
{"formula": "C5H7N3P", "method": "ωB97M-V with the def2-TZVPD basis set", "smiles": "Pc1cn2cc[nH+]c2[nH]1", "charge": 1, "elements": ["P", "N", "N", "N", "C", "C", "C", "C", "C", "H", "H", "H", "H", "H", "H", "H"], "positions_angstrom": [[3.334, 0.003, 0.206], [0.927, -1.252, 0.049], [-0.567, 0.550, 0.283], [-2.049, -1.074, 0.068], [-0.713, -0.788, 0.302], [-2.707, 0.135, 0.112], [0.672, 1.004, 0.185], [1.559, -0.028, -0.045], [-1.807, 1.141, 0.137], [1.171, -2.192, 0.114], [3.612, 0.902, -0.810], [-1.977, 2.239, 0.044], [-3.810, 0.326, 0.113], [3.686, -1.024, -0.677], [-2.301, -2.014, -0.096], [0.971, 2.071, 0.015]], "atomic_forces_ev_per_a": [[1.17, 0.06, 0.37], [-6.80, 3.57, 0.06], [-2.47, -1.20, -0.03], [2.88, 0.61, 1.01], [4.11, -0.18, -1.33], [-1.91, 0.73, -0.70], [4.35, 1.57, -1.73], [-1.36, -0.75, 1.36], [-0.36, 1.01, 0.41], [0.85, -1.48, 0.14], [0.02, 0.71, -0.27], [0.34, -1.31, 0.35], [1.28, -0.90, -0.18], [-0.18, -0.50, -0.07], [-1.12, -0.74, 0.03], [-0.80, -1.21, 0.58]], "mulliken_charge": [-0.09, -0.17, 0.24, -0.04, -0.15, -0.32, -0.30, 0.31, -0.11, 0.20, 0.09, 0.38, 0.37, 0.07, 0.20, 0.33]}

***

Record order is preserved below.
HOMO-LUMO gap: 7.2; 8.1; 8.4; 9.0; 9.2; 10.1; 9.3; 8.8 eV
Record order is preserved below.
HOMO level: -7.337; -8.342; -8.065; -8.560; -8.948; -9.060; -8.961; -12.574 eV
Record order is preserved below.
Energy above the lowest of the compared OMol25 structures with the same formula, charge and spin: 601.2; 542.6; 313.4; 862.2; 425.8; 444.7; 449.4; 115.0 kJ/mol